{
  "formula": "C18H20F2N4O4",
  "method": "the ωB97M-V functional and the def2-TZVPD basis",
  "max_force_ev_per_a": 1.53,
  "energy_ev": -38577.8124,
  "gap_ev": 8.7,
  "spin_multiplicity": 1,
  "lumo_energy_ev": 0.48,
  "smiles": "CCCn1c(=O)[nH]c(=O)c2c1nc(-c1ccccc1OC(F)F)n2CCOC",
  "elements": ["C", "H", "C", "H", "H", "C", "N", "C", "N", "C", "N", "C", "C", "O", "N", "C", "O", "H", "C", "H", "C", "O", "C", "H", "H", "H", "H", "H", "H", "C", "C", "C", "C", "C", "C", "O", "C", "F", "F", "H", "H", "H", "H", "H", "H", "H", "H", "H"],
  "coordinates": [[-3.426, -4.311, 0.398], [-4.226, -4.529, -0.306], [-3.308, -2.809, 0.619], [-4.243, -2.420, 1.026], [-2.507, -2.601, 1.331], [-2.998, -2.086, -0.691], [-2.888, -0.653, -0.490], [-1.733, -0.112, -0.010], [-0.592, -0.771, 0.278], [0.248, 0.159, 0.699], [-0.305, 1.396, 0.713], [-1.588, 1.245, 0.243], [-2.655, 2.177, 0.040], [-2.672, 3.372, 0.258], [-3.773, 1.512, -0.459], [-3.966, 0.166, -0.729], [-5.023, -0.241, -1.153], [-4.584, 2.092, -0.644], [0.326, 2.669, 0.951], [-0.452, 3.427, 0.833], [1.449, 2.922, -0.058], [0.940, 2.708, -1.350], [1.896, 2.905, -2.360], [1.391, 2.714, -3.304], [2.742, 2.217, -2.248], [2.276, 3.934, -2.350], [2.297, 2.243, 0.132], [1.809, 3.956, 0.054], [0.735, 2.712, 1.965], [1.622, -0.113, 1.126], [2.035, 0.138, 2.428], [3.337, -0.125, 2.814], [4.235, -0.641, 1.898], [3.843, -0.899, 0.593], [2.539, -0.639, 0.209], [2.039, -0.824, -1.079], [2.838, -1.188, -2.081], [3.864, -0.315, -2.283], [3.438, -2.390, -1.896], [2.244, -1.238, -3.006], [4.563, -1.299, -0.102], [5.252, -0.849, 2.191], [3.648, 0.071, 3.829], [1.323, 0.527, 3.141], [-3.801, -2.249, -1.413], [-2.046, -2.435, -1.095], [-2.496, -4.711, 0.001], [-3.646, -4.815, 1.335]],
  "lowdin_charge": [-0.108, 0.073, -0.233, 0.114, 0.104, -0.144, 0.048, -0.197, 0.230, -0.223, 0.056, -0.055, -0.396, 0.072, 0.211, -0.468, 0.081, 0.169, -0.067, 0.125, -0.198, -0.172, -0.098, 0.093, 0.081, 0.091, 0.122, 0.133, 0.129, -0.091, -0.019, -0.074, -0.060, 0.003, -0.161, 0.087, -0.456, 0.079, 0.092, 0.179, 0.116, 0.109, 0.105, 0.122, 0.127, 0.126, 0.073, 0.069]
}

=====

{
  "formula": "C18H20FN5O2",
  "method": "the ωB97M-V functional and the def2-TZVPD basis",
  "max_force_ev_per_a": 12.63,
  "energy_ev": -33237.2258,
  "gap_ev": 8.7,
  "spin_multiplicity": 1,
  "lumo_energy_ev": 0.19,
  "smiles": "COc1ccc(-c2[nH]ncc2CN2CCC[C@H]2c2nonc2C)c(F)c1",
  "elements": ["C", "H", "H", "H", "O", "C", "C", "C", "C", "C", "C", "H", "F", "C", "C", "C", "N", "N", "H", "H", "C", "N", "C", "C", "H", "H", "C", "H", "H", "C", "C", "N", "O", "N", "C", "C", "H", "H", "H", "H", "H", "H", "H", "H", "H", "H"],
  "coordinates": [[4.423, 3.666, -0.663], [3.866, 3.747, -1.620], [5.396, 3.138, -1.034], [4.768, 4.623, -0.476], [3.710, 2.970, 0.216], [3.083, 1.827, 0.331], [2.376, 1.324, 1.581], [1.845, 0.234, 1.301], [1.849, -0.600, 0.210], [2.638, -0.193, -0.810], [3.148, 1.292, -0.822], [3.611, 1.479, -1.847], [2.711, -1.100, -2.024], [1.268, -1.838, 0.329], [0.011, -2.373, 0.663], [-0.094, -3.754, 0.584], [1.101, -4.264, -0.129], [1.779, -3.068, -0.203], [2.809, -2.951, -0.822], [-0.831, -4.381, 0.788], [-1.132, -1.579, 1.337], [-2.131, -0.830, 0.666], [-2.779, -1.695, -0.303], [-2.063, -1.873, -1.511], [-1.346, -2.622, -1.909], [-2.595, -2.002, -2.538], [-1.174, -0.809, -1.756], [-1.487, 0.188, -2.588], [-0.206, -0.867, -1.787], [-1.390, 0.024, -0.318], [-2.367, 1.317, -0.554], [-2.796, 1.735, -1.743], [-3.584, 2.787, -1.272], [-3.800, 2.700, 0.015], [-3.068, 1.834, 0.575], [-2.884, 1.860, 2.062], [-1.886, 1.888, 2.186], [-3.128, 0.628, 2.495], [-3.647, 2.333, 2.574], [-0.611, 0.582, 0.137], [-3.664, -1.413, -0.377], [-3.079, -2.700, 0.359], [-1.779, -2.291, 2.080], [-0.732, -0.930, 2.098], [1.269, -0.071, 2.247], [2.590, 2.025, 2.271]],
  "lowdin_charge": [-0.132, 0.099, 0.132, 0.065, -0.059, -0.278, 0.055, -0.105, -0.202, 0.021, 0.054, 0.154, -0.060, -0.146, -0.186, -0.037, 0.068, -0.043, 0.247, 0.052, -0.186, -0.109, -0.191, -0.241, 0.135, 0.160, -0.116, 0.186, 0.017, -0.139, -0.168, 0.148, -0.081, 0.077, -0.297, 0.004, 0.024, 0.168, 0.046, 0.113, 0.040, 0.190, 0.168, 0.089, 0.166, 0.099]
}

=====

{
  "formula": "C18H20IrN2O6",
  "method": "the ωB97M-V functional and the def2-TZVPD basis",
  "max_force_ev_per_a": 3.30,
  "energy_ev": -37085.4601,
  "gap_ev": [8.5, 5.6],
  "spin_multiplicity": 5,
  "lumo_energy_ev": [-2.89, -5.64],
  "charge": 1,
  "s_squared": 6.014,
  "elements": ["Ir", "C", "O", "C", "C", "C", "C", "C", "C", "O", "C", "O", "C", "H", "H", "H", "H", "H", "H", "H", "H", "H", "O", "C", "O", "C", "C", "C", "C", "C", "N", "H", "H", "H", "H", "C", "N", "C", "C", "O", "H", "H", "H", "H", "H", "H", "H"],
  "coordinates": [[0.504, -0.787, -1.137], [1.488, 1.917, 5.404], [0.112, 1.985, 5.085], [-0.329, 1.519, 3.917], [-1.720, 1.652, 3.695], [-2.284, 1.200, 2.533], [-1.530, 0.586, 1.515], [-2.164, 0.140, 0.301], [-3.574, 0.592, 0.031], [-1.647, -0.602, -0.555], [-0.109, 0.439, 1.728], [0.696, -0.096, 0.895], [0.446, 0.926, 2.940], [1.576, 2.340, 6.402], [2.086, 2.510, 4.708], [1.843, 0.885, 5.414], [-2.308, 2.132, 4.461], [-3.350, 1.304, 2.417], [-3.675, 1.662, 0.181], [-4.265, 0.071, 0.691], [-3.820, 0.340, -0.997], [1.510, 0.800, 3.056], [3.670, -3.525, -1.503], [2.634, -2.917, -1.426], [2.302, -1.791, -1.879], [1.465, -3.618, -0.655], [1.686, -4.789, 0.048], [0.613, -5.364, 0.714], [-0.629, -4.753, 0.625], [-0.759, -3.587, -0.112], [0.281, -3.023, -0.721], [2.677, -5.213, 0.063], [0.749, -6.270, 1.290], [-1.491, -5.179, 1.114], [-1.713, -3.094, -0.228], [0.609, 2.812, -5.551], [0.757, 2.492, -4.148], [0.979, 3.530, -3.161], [0.652, 1.254, -3.709], [0.703, 0.981, -2.502], [0.798, 3.870, -5.705], [-0.403, 2.591, -5.895], [1.314, 2.242, -6.158], [1.131, 4.486, -3.653], [1.855, 3.270, -2.565], [0.121, 3.589, -2.487], [0.510, 0.490, -4.482]],
  "lowdin_charge": [1.686, -0.052, -0.045, -0.267, 0.024, -0.016, -0.099, -0.360, 0.006, -0.117, -0.327, -0.147, 0.073, 0.101, 0.102, 0.101, 0.126, 0.114, 0.098, 0.103, 0.092, 0.120, 0.114, -0.614, -0.126, -0.173, 0.029, -0.014, -0.026, -0.105, -0.022, 0.130, 0.122, 0.115, 0.110, -0.019, -0.164, -0.010, -0.276, -0.148, 0.094, 0.101, 0.102, 0.096, 0.104, 0.102, 0.163]
}

=====

{
  "formula": "C18H20N2O4",
  "method": "the ωB97M-V functional and the def2-TZVPD basis",
  "max_force_ev_per_a": 0.88,
  "energy_ev": -30159.6894,
  "gap_ev": 8.5,
  "spin_multiplicity": 1,
  "lumo_energy_ev": 0.61,
  "smiles": "CCOc1cc(/C=N/NC(=O)[C@H](OC)c2ccccc2)ccc1O",
  "elements": ["C", "C", "H", "H", "O", "C", "C", "C", "C", "C", "C", "O", "H", "H", "H", "C", "N", "N", "C", "O", "C", "C", "C", "C", "C", "C", "C", "H", "H", "H", "H", "H", "O", "C", "H", "H", "H", "H", "H", "H", "H", "H", "H", "H"],
  "coordinates": [[3.892, 3.061, -0.324], [4.562, 2.032, -1.230], [3.854, 1.647, -1.973], [5.403, 2.490, -1.759], [5.145, 0.967, -0.508], [4.331, 0.002, 0.042], [2.974, -0.130, -0.151], [2.269, -1.176, 0.460], [2.953, -2.083, 1.265], [4.315, -1.958, 1.459], [5.014, -0.924, 0.856], [6.350, -0.804, 1.047], [6.650, -0.029, 0.551], [4.860, -2.652, 2.078], [2.415, -2.889, 1.740], [0.843, -1.318, 0.263], [0.212, -0.488, -0.474], [-1.123, -0.577, -0.692], [-2.049, -1.463, -0.250], [-1.855, -2.417, 0.471], [-3.461, -1.077, -0.748], [-3.997, -0.102, 0.273], [-4.402, -0.573, 1.516], [-4.854, 0.311, 2.479], [-4.908, 1.668, 2.207], [-4.504, 2.139, 0.970], [-4.042, 1.259, 0.006], [-3.735, 1.619, -0.963], [-4.545, 3.196, 0.753], [-5.264, 2.357, 2.959], [-5.166, -0.061, 3.443], [-4.350, -1.631, 1.727], [-3.433, -0.492, -2.032], [-3.233, -1.427, -3.065], [-2.276, -1.951, -2.958], [-3.236, -0.862, -3.995], [-4.040, -2.168, -3.087], [-4.073, -1.992, -0.748], [-1.466, 0.159, -1.301], [0.366, -2.154, 0.769], [2.411, 0.549, -0.768], [4.614, 3.454, 0.388], [3.507, 3.879, -0.925], [3.071, 2.612, 0.229]],
  "lowdin_charge": [-0.059, -0.240, 0.119, 0.124, -0.064, -0.189, 0.033, -0.211, -0.037, -0.004, -0.243, 0.082, 0.108, 0.119, 0.112, -0.088, 0.076, 0.064, -0.420, 0.082, -0.234, -0.165, -0.027, -0.077, -0.091, -0.078, -0.026, 0.112, 0.102, 0.100, 0.103, 0.119, -0.169, -0.079, 0.095, 0.095, 0.096, 0.164, 0.149, 0.115, 0.105, 0.080, 0.078, 0.070]
}

=====

{
  "formula": "C18H20N2S",
  "method": "the ωB97M-V functional and the def2-TZVPD basis",
  "max_force_ev_per_a": 0.73,
  "energy_ev": -32806.0506,
  "gap_ev": 8.5,
  "spin_multiplicity": 1,
  "lumo_energy_ev": 0.51,
  "smiles": "Cc1ccccc1N1CCN(C(=S)c2ccccc2)CC1",
  "elements": ["C", "C", "C", "C", "C", "C", "C", "N", "C", "H", "C", "N", "C", "S", "C", "C", "C", "C", "C", "C", "H", "H", "H", "H", "H", "C", "H", "C", "H", "H", "H", "H", "H", "H", "H", "H", "H", "H", "H", "H", "H"],
  "coordinates": [[3.697, 2.546, 0.437], [4.053, 1.171, -0.039], [5.298, 0.934, -0.605], [5.671, -0.330, -1.024], [4.790, -1.386, -0.875], [3.542, -1.168, -0.322], [3.158, 0.103, 0.098], [1.890, 0.359, 0.679], [0.927, 0.934, -0.249], [1.212, 1.966, -0.469], [-0.469, 0.912, 0.367], [-0.900, -0.461, 0.530], [-2.106, -0.916, 0.167], [-2.423, -2.537, 0.074], [-3.196, 0.033, -0.106], [-3.528, 1.029, 0.810], [-4.605, 1.862, 0.573], [-5.355, 1.719, -0.583], [-5.036, 0.726, -1.494], [-3.970, -0.120, -1.254], [-3.725, -0.909, -1.949], [-5.624, 0.604, -2.391], [-6.193, 2.375, -0.768], [-4.862, 2.624, 1.294], [-2.959, 1.129, 1.723], [0.144, -1.407, 0.873], [0.467, -1.943, -0.030], [1.311, -0.671, 1.524], [0.950, -0.190, 2.443], [2.085, -1.382, 1.814], [-0.273, -2.150, 1.559], [-1.171, 1.436, -0.285], [-0.444, 1.426, 1.335], [0.902, 0.382, -1.203], [2.858, -1.999, -0.223], [5.068, -2.378, -1.195], [6.646, -0.491, -1.459], [5.990, 1.758, -0.708], [4.586, 3.067, 0.785], [2.975, 2.486, 1.248], [3.262, 3.135, -0.372]],
  "lowdin_charge": [-0.047, -0.208, -0.050, -0.091, -0.087, -0.023, -0.208, -0.116, -0.135, 0.116, -0.123, -0.117, -0.728, 0.708, -0.273, -0.044, -0.078, -0.085, -0.074, -0.052, 0.100, 0.104, 0.102, 0.103, 0.117, -0.186, 0.117, -0.145, 0.124, 0.126, 0.096, 0.130, 0.132, 0.140, 0.106, 0.102, 0.100, 0.110, 0.078, 0.077, 0.081]
}